(w)
56
Properties=species:S:1:pos:R:3:mulliken_charge:R:1 method="wB97M-V/def2-TZVPD" homo_ev=-5.62 multiplicity=1 charge=-2 homo_lumo_gap_ev=2.5357
Zn -3.21 0.91 2.82 1.332
Zn -0.73 -0.09 -3.09 1.448
C 2.12 -2.07 2.32 0.502
F 3.44 -2.27 1.92 -0.204
F 1.47 -3.18 2.01 -0.187
F 2.05 -1.87 3.67 -0.195
S 1.10 -0.52 1.46 1.076
O 1.98 0.65 1.48 -0.585
O 0.66 -0.83 0.11 -0.597
O -0.11 -0.35 2.32 -0.584
C -2.22 -3.34 7.11 0.591
F -2.26 -4.29 6.23 -0.184
F -2.55 -3.79 8.35 -0.218
F -1.04 -2.75 7.16 -0.211
S -3.42 -1.90 6.62 1.098
O -3.26 -0.84 7.64 -0.636
O -3.00 -1.39 5.32 -0.561
O -4.72 -2.52 6.51 -0.617
C 3.63 3.76 -4.59 0.565
F 2.69 4.41 -5.34 -0.223
F 4.85 4.03 -5.07 -0.207
F 3.60 4.04 -3.35 -0.180
S 3.25 1.82 -4.84 1.097
O 1.93 1.63 -4.19 -0.563
O 3.05 1.50 -6.24 -0.582
O 4.29 1.08 -4.16 -0.609
C -1.53 5.41 -1.03 0.540
F -1.56 5.80 -2.27 -0.190
F -0.34 5.24 -0.50 -0.196
F -2.20 6.34 -0.31 -0.239
S -2.61 3.79 -0.92 1.080
O -1.95 2.86 -1.84 -0.623
O -2.63 3.31 0.50 -0.664
O -3.92 4.26 -1.27 -0.638
C -3.70 -3.86 0.14 0.596
F -4.16 -4.03 1.32 -0.192
F -2.30 -3.97 0.02 -0.234
F -4.18 -4.84 -0.57 -0.225
S -4.14 -2.16 -0.60 1.062
O -5.53 -2.13 -0.95 -0.621
O -3.93 -1.27 0.51 -0.671
O -3.20 -1.83 -1.70 -0.618
C 1.86 -5.08 -5.19 0.586
F 2.48 -5.53 -6.32 -0.239
F 1.15 -6.09 -4.81 -0.215
F 2.68 -4.69 -4.27 -0.193
S 0.68 -3.72 -5.73 1.153
O -0.53 -4.35 -6.24 -0.626
O 0.40 -2.90 -4.55 -0.558
O 1.44 -2.95 -6.76 -0.641
C 3.79 5.40 3.27 -0.732
C 4.54 4.43 4.08 0.295
N 5.07 3.68 4.72 -0.319
H 2.86 4.97 2.90 0.243
H 4.34 5.72 2.38 0.252
H 3.54 6.32 3.81 0.265

(x)
56
Properties=species:S:1:pos:R:3:mulliken_charge:R:1 method="wB97M-V/def2-TZVPD" homo_ev=-5.06 multiplicity=1 charge=-2 homo_lumo_gap_ev=8.5980
Zn 1.41 -0.69 1.92 2.275
Zn -0.05 -1.73 -2.42 0.904
C -1.81 -3.71 1.37 0.421
F -1.51 -4.31 2.52 -0.213
F -2.58 -4.52 0.64 -0.207
F -2.49 -2.59 1.65 -0.179
S -0.26 -3.30 0.47 0.748
O 0.39 -4.56 0.30 -0.601
O -0.69 -2.66 -0.76 -0.265
O 0.36 -2.38 1.39 -0.612
C -1.85 -0.25 4.82 0.544
F -1.87 -1.46 5.41 -0.257
F -2.34 -0.42 3.58 -0.209
F -2.64 0.57 5.51 -0.238
S -0.12 0.45 4.76 0.989
O 0.50 -0.03 5.96 -0.712
O 0.40 -0.15 3.53 -0.570
O -0.32 1.86 4.68 -0.674
C 4.07 -2.90 -1.01 0.443
F 5.02 -2.78 -0.09 -0.198
F 4.65 -2.97 -2.22 -0.217
F 3.38 -4.01 -0.80 -0.190
S 2.97 -1.42 -0.95 0.617
O 1.76 -1.80 -1.68 -0.316
O 2.72 -1.29 0.47 -0.708
O 3.74 -0.40 -1.54 -0.599
C -1.93 1.57 0.00 0.419
F -1.85 2.34 1.08 -0.205
F -2.69 0.50 0.24 -0.178
F -2.48 2.31 -0.97 -0.194
S -0.24 1.01 -0.50 -0.195
O 0.38 2.23 -0.91 -0.475
O 0.29 0.40 0.69 0.110
O -0.41 0.01 -1.54 0.253
C -4.12 -0.77 -4.05 0.572
F -4.03 -0.07 -2.91 -0.198
F -4.74 -1.92 -3.81 -0.226
F -4.82 -0.03 -4.93 -0.238
S -2.43 -1.08 -4.74 0.965
O -2.01 0.09 -5.46 -0.618
O -1.62 -1.31 -3.53 -0.256
O -2.62 -2.24 -5.56 -0.679
C 2.97 3.50 2.24 0.581
F 3.79 4.42 2.76 -0.244
F 1.84 3.47 2.93 -0.215
F 2.68 3.88 0.99 -0.239
S 3.78 1.83 2.23 1.045
O 4.50 1.81 0.98 -0.697
O 4.62 1.78 3.39 -0.716
O 2.64 0.91 2.28 -0.443
C -0.82 4.20 -2.81 -0.691
C -0.54 3.05 -3.66 0.488
N -0.27 2.13 -4.29 -0.416
H -1.85 4.13 -2.44 0.152
H -0.68 5.12 -3.37 0.373
H -0.20 4.15 -1.92 0.186

Unit: kcal/mol. Relative energies: (w) 456.4; (x) 0.0.